65
Properties=species:S:1:pos:R:3:forces:R:3 method="wB97M-V/def2-TZVPD" e_homo_ev=-16.598 orbital_gap_ev=4.665 energy_ha=-6844.312635 max_force_ev_per_a=1.26 total_charge=+3
Pd -0.425823 0.311173 0.162712 -0.188 0.325 -1.199
C -2.802542 1.776259 -0.612832 -0.075 0.156 0.110
C -3.115444 0.472751 -1.347193 -0.085 -0.039 -0.027
N -2.226502 -0.634970 -0.917584 0.459 -0.052 0.234
C -2.932862 -1.677114 -0.118972 -0.076 -0.121 -0.025
C -2.205432 -2.128188 1.150228 0.114 0.138 -0.112
N -1.488622 -1.032514 1.792497 0.182 -0.205 0.516
C -2.260127 -0.068532 2.588995 0.101 0.020 -0.028
C -2.999915 0.927506 1.716986 -0.082 0.039 -0.127
N -2.103561 1.522648 0.672503 0.108 0.075 0.474
H -3.713029 2.354440 -0.434765 -0.034 -0.037 -0.026
H -2.147484 2.393833 -1.216459 -0.051 -0.001 -0.007
H -3.013820 0.631796 -2.420292 0.033 0.008 0.003
H -4.151001 0.178209 -1.181264 -0.007 0.005 -0.043
H -1.812897 -1.093886 -1.719979 -0.176 0.013 -0.109
H -3.104040 -2.554662 -0.744565 0.005 0.012 -0.018
H -3.916671 -1.289379 0.132055 -0.009 -0.023 0.027
H -1.454944 -2.870694 0.888016 -0.015 -0.060 -0.002
H -2.924111 -2.611071 1.818878 -0.071 0.035 -0.032
H -0.772063 -1.422152 2.391261 -0.010 -0.041 -0.018
H -1.535271 0.474675 3.199997 -0.025 -0.004 0.053
H -2.959030 -0.554441 3.277057 -0.075 0.008 -0.056
H -3.427197 1.715783 2.338049 0.018 0.031 -0.018
H -3.837760 0.466236 1.200051 0.001 -0.063 0.030
H -1.768359 2.415346 1.023235 -0.098 0.026 0.011
C 0.247643 3.158795 -1.526994 -0.013 0.040 -0.058
C 1.219685 3.103560 -0.401302 -0.100 -0.281 -0.005
C 2.124493 4.153647 -0.239938 0.077 0.056 0.025
C 3.084577 4.100704 0.739146 -0.056 0.026 -0.076
C 3.123769 2.972111 1.564436 0.079 -0.030 0.117
C 4.120979 2.800897 2.610540 -0.262 -0.526 0.141
Br 5.379206 4.059524 2.889114 0.307 0.358 0.037
C 4.183621 1.668184 3.466573 -0.074 0.252 -0.244
C 3.271131 0.671094 3.342234 -0.368 0.359 -0.533
Br 3.276154 -0.793652 4.403903 -0.016 -0.269 0.159
C 2.171560 0.765866 2.280318 0.253 0.344 -0.019
O 1.345199 -0.089344 2.163250 -0.047 -0.218 0.332
C 2.159287 1.979632 1.366142 0.073 -0.250 0.417
N 1.214738 2.026233 0.423632 0.198 -0.031 -0.054
H 0.731334 3.543641 -2.425135 0.000 0.020 0.007
H -0.566581 3.849466 -1.289953 0.040 0.019 -0.003
H -0.164199 2.174253 -1.735290 0.021 0.007 0.023
H 2.071546 5.000110 -0.911572 -0.001 -0.005 0.000
H 3.795854 4.907447 0.853029 -0.004 -0.002 0.004
H 4.962115 1.624028 4.216517 0.002 -0.015 0.002
C 1.467689 -0.017403 -2.517359 0.133 -0.062 -0.151
P 1.052393 -0.958754 -1.035613 -0.282 0.004 0.405
C 2.640397 -1.385043 -0.284231 0.108 -0.018 -0.027
C 0.339524 -2.511825 -1.579960 -0.003 -0.035 -0.143
C -0.291760 -2.607518 -2.824488 -0.063 -0.016 0.012
C -0.863109 -3.807815 -3.226402 0.022 0.031 0.013
C -0.797185 -4.918839 -2.396555 0.005 -0.015 0.000
C -0.157474 -4.834075 -1.165377 -0.006 -0.012 -0.017
C 0.406666 -3.636314 -0.755881 -0.003 -0.045 0.063
H 0.577065 0.348078 -3.026744 0.005 -0.042 -0.008
H 2.030771 -0.657661 -3.199154 0.021 0.059 -0.041
H 2.086563 0.837403 -2.242784 0.000 -0.011 0.005
H 3.156829 -2.093554 -0.933827 0.007 0.020 -0.009
H 2.504154 -1.839291 0.695070 -0.001 -0.019 -0.012
H 3.261178 -0.491934 -0.190903 -0.027 0.010 0.036
H -0.322142 -1.762940 -3.503769 0.018 0.005 0.000
H -1.338702 -3.879892 -4.195419 0.004 0.001 0.005
H -1.227592 -5.858194 -2.717655 -0.001 0.010 0.008
H -0.087888 -5.707775 -0.530868 0.000 0.011 -0.002
H 0.909018 -3.595901 0.204657 0.007 0.026 -0.020



64
Properties=species:S:1:pos:R:3:forces:R:3 method="wB97M-V/def2-TZVPD" e_homo_ev=-9.289 orbital_gap_ev=9.747 smiles="CC[C@H](F)[C@@H]1C(=O)O[C@@](CC(=O)Br)(/C(Cl)=C(/C)Cl)[C@@H]1OC[C@H](C)C(C)C.c1ccccc1" energy_ha=-4828.917349 max_force_ev_per_a=0.71 total_charge=0
C -5.477880 1.173044 1.106864 0.267 -0.203 -0.072
C -3.953802 0.946096 1.199376 -0.157 -0.004 -0.034
C -3.541066 -0.499885 1.497451 -0.013 0.225 -0.218
F -3.090486 -0.582332 2.819714 -0.172 0.001 -0.045
C -2.462990 -1.058640 0.541077 0.310 -0.351 0.055
C -2.890317 -2.395702 -0.048864 -0.391 -0.151 -0.161
O -3.821655 -2.609243 -0.770609 0.337 0.139 0.220
O -2.071963 -3.395813 0.368363 0.055 -0.173 0.193
C -1.173193 -2.958919 1.418771 -0.123 -0.122 -0.257
C -1.875414 -3.295311 2.730982 0.068 0.141 -0.278
C -2.268431 -4.725080 3.014783 -0.298 -0.067 0.645
O -3.083987 -4.991834 3.834793 0.173 0.036 -0.334
Br -1.352101 -6.183887 2.121131 0.068 -0.016 -0.124
C 0.207924 -3.572639 1.185236 0.305 0.058 0.442
Cl 0.482604 -4.152972 -0.423628 0.004 0.045 -0.096
C 1.263606 -3.591395 2.010856 -0.453 -0.052 -0.365
C 2.619361 -4.113494 1.633995 -0.046 0.233 0.114
Cl 1.142293 -3.033740 3.649048 0.127 0.019 0.084
C -1.077849 -1.456510 1.083023 0.428 0.368 -0.138
O -0.474988 -0.685446 2.070110 -0.368 -0.161 0.259
C 0.107967 0.508563 1.560926 0.223 0.099 -0.038
C 1.543692 0.264592 1.056998 0.083 0.155 -0.123
C 2.522459 0.762845 2.125718 0.045 -0.349 -0.070
C 1.855067 0.871612 -0.328798 -0.097 -0.076 -0.003
C 3.200084 0.361590 -0.868423 0.048 0.058 0.224
C 0.788197 0.576691 -1.393765 0.365 0.236 0.083
H -5.721452 1.760729 0.223277 -0.060 0.137 0.116
H -5.860540 1.674810 1.992515 -0.086 0.006 -0.024
H -6.002047 0.222982 0.996944 -0.048 0.018 0.036
H -3.536773 1.565431 1.994903 0.115 0.004 -0.073
H -3.493364 1.262539 0.263179 0.047 0.007 0.040
H -4.423790 -1.140642 1.427752 0.033 -0.030 0.090
H -2.309047 -0.394580 -0.308990 -0.244 0.130 0.070
H -2.816956 -2.749763 2.745199 -0.017 -0.013 0.086
H -1.321585 -2.953051 3.601423 0.027 0.033 -0.053
H 3.331009 -3.881290 2.422084 0.009 -0.096 0.006
H 2.959509 -3.635992 0.714748 -0.001 -0.112 -0.054
H 2.581789 -5.192996 1.480805 0.038 0.011 -0.041
H -0.434625 -1.455966 0.189805 -0.013 0.011 0.002
H -0.533739 0.949157 0.794062 -0.057 -0.083 -0.027
H 0.123956 1.216493 2.391148 -0.040 -0.086 0.036
H 1.672551 -0.822093 0.972758 -0.107 -0.044 -0.042
H 3.555465 0.511832 1.885510 -0.012 0.066 0.015
H 2.452467 1.846012 2.240768 -0.033 0.015 0.045
H 2.293084 0.280469 3.078390 -0.014 0.126 0.037
H 1.913142 1.960019 -0.205880 0.031 0.008 0.021
H 3.048560 -0.569795 -1.418570 0.028 0.018 -0.056
H 3.917793 0.148230 -0.076476 -0.011 0.064 -0.002
H 3.665840 1.094962 -1.528014 -0.079 -0.096 -0.132
H 1.153457 0.955523 -2.351241 -0.104 -0.055 -0.045
H 0.648801 -0.502190 -1.500400 -0.112 0.009 -0.005
H -0.162619 1.068851 -1.190281 -0.073 -0.110 -0.043
C 2.835597 5.124928 -5.583731 0.000 0.001 0.003
C 2.004718 4.030110 -5.776662 0.001 -0.002 -0.007
C 1.351701 3.455657 -4.695189 0.001 -0.011 0.009
C 1.527931 3.978709 -3.421780 -0.004 -0.025 0.030
C 2.358333 5.073853 -3.228315 0.003 -0.001 0.005
C 3.013275 5.646320 -4.309684 0.003 -0.002 -0.003
H 3.345340 5.572316 -6.427086 0.002 0.002 -0.004
H 1.865409 3.624799 -6.770417 0.003 -0.004 -0.004
H 0.705535 2.599956 -4.844843 -0.009 0.001 -0.003
H 1.016863 3.530831 -2.578343 -0.003 0.005 0.005
H 2.494733 5.481555 -2.234895 0.002 0.001 0.004
H 3.662543 6.499096 -4.159601 0.000 0.006 0.000



62
Properties=species:S:1:pos:R:3:forces:R:3 method="wB97M-V/def2-TZVPD" de_lowest_kcal_mol=43.5 e_homo_ev=-7.316 orbital_gap_ev=7.808 smiles="COCCOC(=O)C1=C(C)NC2=C(C(=O)CC(C)(C)C2)[C@@H]1c1ccc(N(C)C)cc1" energy_ha=-1344.210587 max_force_ev_per_a=0.78 total_charge=0
C -5.564303 -1.467824 -1.280392 -0.006 -0.005 -0.006
H -6.615800 -1.185818 -1.283057 0.011 -0.036 -0.098
O -5.092382 -1.215243 0.023529 -0.132 -0.117 0.152
C -3.698659 -1.302215 0.162223 0.453 -0.057 0.083
C -3.158336 -2.743375 0.172246 -0.712 0.057 -0.313
H -3.588740 -3.312639 0.998042 0.050 0.042 -0.081
H -3.367457 -3.239003 -0.781261 -0.029 0.008 0.209
O -1.755365 -2.709119 0.388869 0.265 0.146 0.099
C -0.996452 -2.445112 -0.702725 -0.313 -0.356 0.067
O -1.448035 -2.436619 -1.821453 0.120 0.069 0.095
C 0.386440 -2.081422 -0.356717 0.589 0.092 -0.039
C 1.113287 -2.613773 0.638238 -0.423 -0.198 -0.388
N 2.368862 -2.102053 0.921006 0.216 -0.018 0.242
C 2.956515 -1.115295 0.173457 0.056 0.161 -0.305
C 2.294240 -0.533689 -0.849387 -0.503 -0.472 0.142
C 2.926734 0.459109 -1.703647 0.559 0.145 0.037
O 2.359983 0.973388 -2.649105 -0.084 -0.088 0.065
C 4.375952 0.789218 -1.384213 -0.074 0.112 -0.007
C 4.717221 0.668513 0.101463 0.174 -0.025 0.057
C 3.919585 1.695378 0.907818 0.060 -0.130 -0.113
H 2.851239 1.561168 0.759131 -0.136 0.064 0.060
H 4.180183 2.702515 0.592015 0.028 0.139 -0.025
H 4.139801 1.603234 1.969787 0.016 0.007 0.135
C 6.213246 0.909739 0.314663 -0.285 -0.095 -0.056
H 6.483955 1.911512 -0.009181 0.054 0.129 -0.031
H 6.806937 0.196172 -0.253011 0.094 -0.082 -0.065
H 6.470713 0.810447 1.367264 0.059 -0.002 0.137
C 4.360131 -0.755376 0.548873 0.035 0.173 -0.117
H 4.488112 -0.851380 1.631043 0.013 -0.021 0.037
H 5.046878 -1.463906 0.071911 0.015 -0.033 0.046
H 4.585335 1.794587 -1.753060 -0.014 -0.004 -0.035
H 4.994000 0.093260 -1.960519 0.053 -0.021 -0.037
C 0.851932 -0.868745 -1.143893 0.044 0.017 0.047
C -0.077303 0.262392 -0.755235 -0.015 0.132 -0.176
C -0.984708 0.794606 -1.658636 0.097 -0.018 0.147
C -1.921583 1.727352 -1.264718 -0.167 0.091 -0.044
C -1.987868 2.178910 0.060522 0.175 -0.020 -0.104
C -1.048291 1.657452 0.958877 -0.087 0.105 0.215
C -0.121018 0.718795 0.554309 -0.009 -0.043 -0.216
H 0.572407 0.319059 1.282482 0.069 -0.056 0.096
H -1.042564 1.966474 1.991522 -0.045 0.055 0.092
N -2.922942 3.119446 0.446257 -0.197 0.226 0.102
C -3.057505 3.449849 1.843677 0.100 -0.049 0.034
H -3.395131 2.598858 2.450323 0.025 -0.001 0.062
H -2.103505 3.804535 2.235942 -0.031 -0.008 0.094
H -3.779463 4.257194 1.951682 0.034 -0.023 -0.003
C -4.092753 3.311442 -0.380629 0.065 -0.008 -0.141
H -4.618202 2.369014 -0.576627 -0.033 -0.009 -0.045
H -3.814411 3.764049 -1.334534 -0.107 -0.026 -0.043
H -4.780588 3.989202 0.119916 0.032 -0.001 -0.011
H -2.608360 2.104906 -2.004289 -0.093 0.059 -0.055
H -0.966213 0.461275 -2.685213 0.012 -0.050 -0.119
H 0.732527 -1.052167 -2.217622 0.001 0.014 0.137
H 2.913643 -2.555861 1.638196 -0.057 0.088 -0.120
C 0.730622 -3.782255 1.488885 -0.081 0.079 -0.018
H -0.188768 -4.233368 1.135927 0.018 -0.051 0.050
H 0.578418 -3.458123 2.518222 -0.018 -0.018 0.112
H 1.523225 -4.531063 1.477866 0.056 -0.035 0.003
H -3.189627 -0.744456 -0.637621 -0.039 -0.023 0.116
H -3.459899 -0.830865 1.119847 0.068 -0.027 -0.105
H -5.476059 -2.524653 -1.551399 -0.014 0.021 -0.039
H -5.019863 -0.867648 -2.017872 -0.012 -0.002 -0.015



66
Properties=species:S:1:pos:R:3:forces:R:3 method="wB97M-V/def2-TZVPD" de_lowest_kcal_mol=108.6 e_homo_ev=-9.622 orbital_gap_ev=10.168 smiles="N[C@@H]1OS(=O)(=O)CC[C@H]1CCCCOC=O.c1ccncc1.c1ccncc1.c1ccncc1" energy_ha=-1927.084648 max_force_ev_per_a=0.54 total_charge=0
N 1.606845 0.330702 0.642931 -0.023 0.224 -0.202
C 2.431992 0.992708 -0.348620 -0.053 -0.230 0.016
O 2.739743 2.277551 0.213811 0.046 -0.034 -0.117
S 3.362211 3.444798 -0.679731 0.093 0.161 -0.058
O 2.346298 4.445593 -0.797660 -0.132 0.043 0.004
O 4.613398 3.793849 -0.089133 0.116 -0.040 0.106
C 3.656400 2.768377 -2.308127 -0.077 -0.126 -0.433
C 3.025765 1.414316 -2.664798 -0.423 0.187 0.283
C 1.824437 1.117103 -1.751978 0.470 0.014 -0.231
C 1.116554 -0.169411 -2.179614 -0.008 0.015 0.234
C -0.387643 -0.332571 -1.832812 0.093 -0.016 0.055
C -1.088321 0.821682 -1.119694 -0.376 0.005 -0.083
C -2.593241 0.629041 -1.169150 0.154 -0.183 -0.398
O -3.226629 1.865946 -0.804357 -0.097 -0.105 0.387
C -4.579405 1.792810 -0.796094 0.009 0.130 -0.237
O -5.245213 1.802918 0.189555 -0.024 0.074 0.139
H 1.905760 -0.628148 0.753892 0.103 0.020 0.108
H 1.708756 0.806705 1.531030 -0.030 -0.036 0.037
H 3.384386 0.453853 -0.463389 -0.003 -0.007 0.003
H 3.207670 3.517178 -2.963117 0.125 0.037 0.052
H 4.730704 2.780035 -2.472055 0.051 0.021 0.193
H 2.681610 1.475310 -3.697330 0.122 -0.057 -0.047
H 3.752459 0.604469 -2.579105 0.019 -0.012 -0.077
H 1.172476 1.990952 -1.824368 -0.184 -0.125 0.290
H 1.235746 -0.280539 -3.258721 0.027 0.049 -0.005
H 1.678290 -0.998592 -1.735339 -0.028 -0.078 -0.121
H -0.506809 -1.233814 -1.227133 -0.075 0.003 0.002
H -0.924311 -0.525156 -2.765774 0.021 -0.030 -0.009
H -0.882346 1.782085 -1.596319 0.092 -0.009 0.002
H -0.792266 0.869502 -0.074449 0.157 0.155 -0.025
H -2.905447 0.342594 -2.183690 -0.044 0.094 0.004
H -2.899504 -0.158530 -0.479050 -0.021 0.055 0.071
H -5.021810 1.781737 -1.809462 0.079 -0.154 0.009
N -2.053171 -1.008459 1.743432 -0.004 -0.001 -0.020
C -3.102673 -1.539236 2.366516 -0.012 0.008 0.000
C -3.050151 -2.735884 3.066736 0.014 -0.002 -0.008
C -1.846950 -3.421016 3.122307 0.005 -0.029 0.011
C -0.747320 -2.876107 2.476855 -0.001 0.007 -0.004
C -0.899928 -1.671695 1.805893 -0.030 0.016 -0.012
H -4.027639 -0.975956 2.299524 -0.004 -0.004 0.010
H -3.934033 -3.119625 3.557774 -0.003 0.005 0.003
H -1.771474 -4.353546 3.667683 -0.005 0.024 0.041
H 0.213494 -3.374025 2.494496 0.004 0.006 -0.002
H -0.071249 -1.196991 1.289013 -0.085 -0.096 0.052
N -1.859305 -5.803729 5.929119 0.001 -0.015 -0.052
C -2.912323 -6.338314 6.543299 -0.005 0.024 -0.006
C -2.867321 -7.537180 7.238933 0.010 -0.004 0.005
C -1.663743 -8.220472 7.299297 0.001 -0.003 0.002
C -0.559025 -7.676475 6.664484 -0.006 -0.004 0.009
C -0.709255 -6.470541 5.996616 -0.001 0.019 -0.001
H -3.837499 -5.776738 6.475100 -0.008 -0.012 0.009
H -3.755943 -7.921753 7.720255 -0.006 0.005 -0.004
H -1.587813 -9.159517 7.831972 0.000 -0.001 0.000
H 0.401286 -8.173126 6.684608 0.005 0.007 -0.003
H 0.135127 -6.013747 5.491424 0.010 -0.015 0.002
N 2.372544 4.655235 -4.752576 -0.056 0.045 0.034
C 2.038886 5.704472 -3.998670 -0.006 -0.010 -0.020
C 1.506174 6.875341 -4.518183 0.000 0.003 -0.019
C 1.311187 6.965575 -5.885939 -0.006 0.009 0.001
C 1.653486 5.882067 -6.679424 -0.006 0.007 0.000
C 2.176179 4.754924 -6.066331 0.026 -0.035 0.013
H 2.199015 5.600957 -2.930903 -0.017 0.003 0.014
H 1.250981 7.693133 -3.858692 0.005 -0.004 0.011
H 0.898378 7.863671 -6.327021 0.000 0.001 0.000
H 1.518801 5.906275 -7.752067 0.001 -0.010 -0.002
H 2.452719 3.887429 -6.655676 0.001 0.010 -0.016